[1]
{
  "formula": "C73H63BrN2O2P2SiY",
  "method": "ωB97M-V with the def2-TZVPD basis set",
  "e_tot_ev": -181342.807,
  "homo_lumo_gap_ev": 6.31,
  "charge": -1,
  "homo_ha": -0.167,
  "spin_multiplicity": 1,
  "elements": ["Y", "O", "C", "C", "C", "C", "C", "C", "C", "O", "N", "N", "C", "C", "Br", "C", "C", "C", "C", "C", "C", "C", "H", "H", "H", "H", "H", "H", "H", "H", "H", "H", "H", "H", "H", "H", "C", "C", "C", "C", "C", "C", "P", "C", "C", "C", "C", "C", "C", "C", "C", "C", "C", "C", "C", "H", "H", "H", "H", "H", "H", "H", "H", "H", "H", "H", "H", "H", "H", "C", "C", "C", "C", "C", "C", "C", "P", "C", "C", "C", "C", "C", "C", "C", "C", "C", "C", "C", "C", "C", "C", "H", "H", "H", "H", "H", "H", "H", "H", "H", "H", "H", "H", "H", "H", "H", "H", "H", "H", "H", "H", "C", "C", "C", "C", "C", "C", "Si", "C", "C", "C", "C", "C", "C", "C", "C", "C", "C", "C", "C", "H", "H", "H", "H", "H", "H", "H", "H", "H", "H", "H", "H", "H", "H", "H"],
  "positions_angstrom": [[-0.44219, -0.02547, 0.09279], [-3.71178, 3.54188, 0.01714], [-2.95451, 4.56063, -0.42478], [-3.51218, 5.84151, -0.44521], [-2.78590, 6.92136, -0.91808], [-1.48240, 6.75062, -1.37279], [-0.92124, 5.48122, -1.33224], [-1.63614, 4.37821, -0.87168], [-0.94784, 3.02337, -0.78942], [-1.68200, 2.00631, -0.24971], [-0.51205, 2.67337, -2.17448], [-0.24487, 1.40027, -2.42643], [-0.20071, 1.02821, -3.65125], [0.05883, -0.33083, -4.08665], [-0.00090, -1.67741, -2.75535], [0.25215, -0.75172, -5.33519], [0.42778, 0.09723, -6.53403], [1.08975, 1.32867, -6.50802], [1.21940, 2.09243, -7.66083], [0.70611, 1.63348, -8.86641], [0.07855, 0.39539, -8.91373], [-0.05197, -0.36501, -7.76151], [-3.13684, 2.73226, -0.01986], [-4.52837, 5.96053, -0.08465], [-3.23841, 7.90708, -0.92865], [-0.90765, 7.59434, -1.73568], [0.10824, 5.33580, -1.65071], [-0.02805, 3.18245, -0.22955], [-0.85261, 3.24446, -2.93435], [-0.41014, 1.74874, -4.43684], [0.26544, -1.82374, -5.50151], [1.53678, 1.66934, -5.58214], [1.72999, 3.04805, -7.61686], [0.80733, 2.22944, -9.76578], [-0.31148, 0.02161, -9.85244], [-0.54189, -1.33222, -7.80233], [-4.60459, 2.44596, 4.19864], [-4.42954, 1.12635, 4.60153], [-3.24027, 0.46756, 4.32497], [-2.20133, 1.12511, 3.65947], [-2.39878, 2.43707, 3.23016], [-3.59462, 3.09396, 3.50187], [-0.70041, 0.17840, 3.20332], [0.01980, -0.34217, 4.80854], [1.13102, -1.18646, 4.71316], [1.78984, -1.62590, 5.85211], [1.34202, -1.23201, 7.10848], [0.23910, -0.39609, 7.21135], [-0.42245, 0.04522, 6.06799], [0.50587, 1.48643, 2.75148], [0.99600, 2.40563, 3.68869], [1.90961, 3.36643, 3.29156], [2.33132, 3.39177, 1.96206], [1.82549, 2.47631, 1.05329], [0.88719, 1.48731, 1.40242], [-5.53658, 2.95884, 4.40972], [-5.22812, 0.60352, 5.11562], [-3.12643, -0.57801, 4.60333], [-1.62586, 2.94183, 2.66270], [-3.73734, 4.10736, 3.14526], [1.48620, -1.48675, 3.73002], [2.65003, -2.27929, 5.76064], [1.85075, -1.57399, 8.00332], [-0.10971, -0.07854, 8.18754], [-1.27741, 0.70134, 6.16520], [0.66146, 2.37024, 4.72091], [2.29374, 4.08673, 4.00538], [3.06075, 4.13087, 1.64298], [2.18109, 2.53162, 0.02591], [6.42676, -1.94909, -1.21482], [5.94254, -1.03945, -2.31884], [6.81289, -0.77432, -3.37756], [6.43895, 0.00362, -4.46422], [5.15904, 0.53204, -4.51723], [4.28763, 0.29447, -3.46181], [4.65546, -0.47250, -2.35300], [3.36298, -0.58134, -1.03147], [4.35628, -0.39126, 0.50474], [4.34099, -1.38528, 1.48226], [4.96110, -1.20570, 2.70886], [5.62857, -0.01758, 2.97016], [5.67096, 0.96880, 1.99581], [5.03322, 0.81268, 0.76559], [5.11372, 1.94058, -0.23680], [2.83341, -2.32692, -1.02339], [3.21083, -3.21453, -2.04162], [2.60290, -4.44730, -2.20667], [1.56934, -4.80276, -1.34043], [1.17805, -3.94125, -0.33611], [1.77833, -2.67424, -0.14098], [1.22777, -1.77857, 0.87067], [7.20665, -2.60924, -1.59869], [5.61879, -2.56302, -0.82173], [6.84417, -1.37932, -0.38105], [7.80951, -1.20503, -3.35058], [7.14302, 0.18632, -5.26798], [4.84224, 1.12107, -5.36903], [3.28703, 0.71833, -3.48577], [3.84460, -2.32699, 1.26710], [4.91703, -1.98661, 3.46015], [6.09943, 0.14816, 3.93225], [6.19155, 1.89952, 2.19812], [5.32653, 2.88287, 0.27056], [4.18292, 2.05514, -0.79410], [5.90463, 1.76052, -0.96964], [3.99164, -2.93230, -2.73693], [2.91439, -5.10940, -3.00620], [1.06358, -5.75644, -1.45739], [0.35359, -4.21747, 0.31758], [1.93195, -1.08268, 1.32954], [0.65843, -2.30809, 1.63460], [-6.99884, 0.68222, 0.23698], [-5.87687, 1.29083, 0.78407], [-4.65833, 0.61955, 0.79300], [-4.52186, -0.66869, 0.26757], [-5.66590, -1.25739, -0.28770], [-6.88948, -0.59435, -0.30351], [-2.85136, -1.58908, 0.47660], [-3.08681, -3.11358, -0.65772], [-3.03133, -4.43295, -0.19458], [-3.17132, -5.51508, -1.06136], [-3.37790, -5.30232, -2.41835], [-3.43676, -3.99942, -2.90394], [-3.28376, -2.92647, -2.03284], [-3.12434, -2.35692, 2.23605], [-4.38496, -2.42642, 2.84537], [-4.55632, -2.96376, 4.11940], [-3.46470, -3.44831, 4.83163], [-2.20338, -3.40655, 4.24928], [-2.04723, -2.87199, 2.97305], [-7.95073, 1.20232, 0.22289], [-5.93725, 2.29260, 1.19354], [-3.79336, 1.11417, 1.22446], [-5.60299, -2.25738, -0.70552], [-7.75965, -1.07595, -0.73845], [-2.88399, -4.62003, 0.86474], [-3.12478, -6.52804, -0.67492], [-3.48961, -6.14404, -3.09399], [-3.60150, -3.82203, -3.96218], [-3.32523, -1.91335, -2.43087], [-5.25542, -2.03906, 2.32455], [-5.54865, -2.99590, 4.55909], [-3.59449, -3.85427, 5.82851], [-1.33900, -3.77913, 4.79016], [-1.05134, -2.85316, 2.54062]],
  "lowdin_charge": [1.2116, 0.0352, -0.2649, -0.0207, -0.1069, -0.1135, -0.0539, -0.0919, -0.4213, -0.3124, 0.0165, -0.0088, -0.2005, -0.6038, 0.9358, -0.1150, -0.2145, -0.0493, -0.0825, -0.0986, -0.0891, -0.0421, 0.0503, 0.1121, 0.0949, 0.0898, 0.1131, 0.1009, 0.1323, 0.1207, 0.0999, 0.1050, 0.1024, 0.0981, 0.0998, 0.1129, -0.0981, -0.0799, -0.1085, -0.3569, -0.0863, -0.0843, 1.0761, -0.3488, -0.0896, -0.0867, -0.1022, -0.0905, -0.0879, -0.4297, -0.0983, -0.0972, -0.1002, -0.1661, -0.2639, 0.0977, 0.1013, 0.0915, 0.1038, 0.1033, 0.0895, 0.0971, 0.0950, 0.0972, 0.0993, 0.1011, 0.0921, 0.0934, 0.0721, -0.0400, -0.2641, -0.0585, -0.0926, -0.0935, -0.1100, -0.3352, 1.1321, -0.3310, -0.1106, -0.0841, -0.0890, -0.0584, -0.2753, -0.0610, -0.4004, -0.1307, -0.1256, -0.1106, -0.0839, -0.4141, -0.2584, 0.0774, 0.0649, 0.0860, 0.1061, 0.0972, 0.0948, 0.0845, 0.1001, 0.0976, 0.0963, 0.1055, 0.0740, 0.0467, 0.0808, 0.0946, 0.0884, 0.0978, 0.1047, 0.0018, 0.0058, -0.1058, -0.0865, -0.1116, -0.3023, -0.1109, -0.1036, 0.6762, -0.3213, -0.0976, -0.1016, -0.1139, -0.1057, -0.1681, -0.3078, -0.0973, -0.1063, -0.1135, -0.0996, -0.1585, 0.0907, 0.0961, 0.0703, 0.0934, 0.0916, 0.0911, 0.0931, 0.0902, 0.0946, 0.0946, 0.0960, 0.0949, 0.0922, 0.0986, 0.0612]
}

[2]
{
  "formula": "C47H65N4NaOP2STe",
  "method": "ωB97M-V with the def2-TZVPD basis set",
  "e_tot_ev": -98926.885,
  "homo_lumo_gap_ev": 5.83,
  "homo_ha": -0.214,
  "spin_multiplicity": 1,
  "elements": ["Na", "C", "C", "C", "C", "C", "C", "C", "C", "C", "C", "C", "C", "C", "C", "C", "C", "C", "H", "H", "H", "H", "H", "H", "H", "H", "H", "H", "H", "H", "H", "H", "H", "H", "H", "H", "H", "H", "H", "H", "H", "H", "H", "H", "H", "H", "H", "N", "C", "C", "C", "C", "C", "C", "N", "C", "C", "C", "S", "C", "N", "H", "H", "H", "H", "H", "H", "H", "C", "P", "C", "C", "C", "C", "C", "C", "C", "P", "C", "C", "H", "H", "H", "H", "H", "H", "H", "H", "H", "H", "H", "H", "H", "H", "H", "H", "C", "Te", "C", "C", "C", "C", "C", "C", "C", "H", "H", "H", "H", "H", "H", "H", "H", "C", "C", "N", "O", "H", "H", "H", "H", "H"],
  "positions_angstrom": [[0.47870, 0.45151, 0.08636], [0.86017, 1.54932, 2.79419], [2.21052, 1.54528, 2.32874], [2.27353, 2.48288, 1.24928], [0.96332, 3.01389, 1.09310], [0.09763, 2.47238, 2.05620], [-1.24345, 3.06517, 2.45587], [-1.04336, 3.90659, 3.72768], [-2.29458, 1.99414, 2.74686], [-1.77859, 3.99191, 1.36596], [3.41999, 3.13297, 0.45860], [4.61251, 2.22521, 0.14557], [3.93047, 4.37692, 1.20634], [2.89189, 3.61351, -0.90155], [3.30578, 0.78502, 3.09710], [4.10375, -0.20490, 2.23671], [4.27647, 1.75838, 3.78348], [2.68105, -0.04028, 4.23471], [0.49425, 1.00025, 3.65133], [0.68400, 3.78270, 0.38516], [-0.69010, 3.27935, 4.54893], [-1.97766, 4.38869, 4.03515], [-0.29131, 4.67896, 3.55446], [-1.91747, 1.25342, 3.45712], [-2.58511, 1.47345, 1.83074], [-3.19664, 2.44037, 3.17948], [-1.12903, 4.85866, 1.22687], [-2.77666, 4.35828, 1.63080], [-1.83544, 3.46380, 0.41765], [5.20163, 1.98334, 1.02598], [5.28287, 2.73025, -0.55741], [4.28839, 1.28408, -0.30575], [4.34416, 4.11541, 2.18003], [3.10578, 5.07259, 1.37248], [4.70774, 4.89061, 0.62940], [2.41703, 2.79215, -1.43867], [3.71564, 3.99892, -1.51185], [2.15598, 4.41169, -0.80408], [4.73770, 0.27842, 1.50015], [3.42571, -0.85973, 1.69554], [4.74693, -0.83215, 2.86396], [4.88112, 2.31670, 3.07291], [4.96171, 1.21270, 4.44067], [3.72102, 2.47962, 4.38690], [1.95014, -0.76105, 3.86080], [2.17737, 0.59757, 4.96253], [3.46715, -0.59474, 4.75386], [-3.00991, 3.47315, -2.11267], [-1.85674, 3.90828, -2.73923], [-1.54120, 5.06376, -3.44778], [-0.25819, 5.14570, -3.95374], [0.67832, 4.11460, -3.76161], [0.34734, 2.97530, -3.05966], [-0.93941, 2.87503, -2.54163], [-1.51573, 1.84533, -1.80388], [-2.73257, 2.24493, -1.57942], [-3.72878, 1.51100, -0.78396], [-4.75662, 2.06952, -0.09200], [-5.57464, 0.86501, 0.78525], [-4.50507, -0.30954, 0.14681], [-3.59551, 0.14990, -0.65365], [-3.88414, 3.96315, -2.05216], [-2.25672, 5.86239, -3.59304], [0.03677, 6.02966, -4.50375], [1.67936, 4.22844, -4.15754], [1.06048, 2.18320, -2.88337], [-5.01501, 3.11004, 0.01849], [-4.59091, -1.35068, 0.42361], [3.60996, 0.78109, -3.14142], [2.64031, -0.21488, -1.93658], [1.93626, -1.43794, -3.13264], [3.97820, -1.23942, -1.17134], [5.32507, -0.99212, -1.44324], [6.32394, -1.78034, -0.89167], [5.99023, -2.84900, -0.07476], [4.65724, -3.09580, 0.21194], [3.64293, -2.29261, -0.30126], [1.86764, -2.51770, 0.15791], [1.54854, -4.17933, -0.57990], [1.94955, -3.03255, 1.93112], [4.25345, 0.15546, -3.76238], [4.21036, 1.53496, -2.63223], [2.90901, 1.30096, -3.79587], [2.72137, -2.04786, -3.58267], [1.41449, -0.89165, -3.92145], [1.21605, -2.08630, -2.63342], [5.61108, -0.16664, -2.07891], [7.36234, -1.55844, -1.10298], [6.76353, -3.47741, 0.34861], [4.40974, -3.92169, 0.86897], [2.21422, -4.93492, -0.15654], [1.69256, -4.14903, -1.66018], [0.51582, -4.46982, -0.38089], [2.85919, -3.58306, 2.17146], [1.09174, -3.67504, 2.13773], [1.87293, -2.16499, 2.58044], [-1.14499, -1.72280, 4.08379], [-1.38837, -1.39433, 1.99408], [-1.72275, -3.50029, 1.87404], [-1.94517, -3.97196, 3.29226], [-2.41502, -5.25880, 3.55205], [-2.60688, -5.69250, 4.85280], [-2.32875, -4.83720, 5.91289], [-1.86194, -3.55825, 5.66156], [-1.66636, -3.11364, 4.35493], [-1.69565, -0.96574, 4.63908], [-0.08967, -1.63441, 4.34355], [-0.86455, -3.99742, 1.42070], [-2.59423, -3.68761, 1.24776], [-2.63443, -5.92258, 2.72336], [-2.97532, -6.69258, 5.04173], [-2.47904, -5.16664, 6.93287], [-1.64722, -2.88854, 6.48619], [-1.87440, -1.03999, -3.20030], [-1.63047, -1.99469, -2.06440], [-2.05566, -3.27547, -2.25216], [-1.10506, -1.65490, -1.01987], [-1.75513, -1.52510, -4.16996], [-1.20264, -0.19103, -3.10729], [-2.89399, -0.66024, -3.11362], [-2.56360, -3.54608, -3.07439], [-2.00032, -3.91648, -1.47946]],
  "lowdin_charge": [0.0992, -0.0819, -0.1379, -0.1557, -0.0760, -0.2536, -0.5483, -0.0469, -0.0765, -0.0540, -0.5155, -0.0594, -0.0403, -0.0777, -0.5092, -0.0412, -0.0456, -0.0738, 0.0813, 0.0889, 0.0816, 0.0771, 0.0881, 0.0493, 0.0324, 0.0855, 0.0861, 0.0836, 0.0567, 0.0620, 0.0866, 0.0376, 0.0643, 0.0861, 0.0813, 0.0358, 0.0865, 0.0769, 0.0495, 0.0385, 0.0935, 0.0521, 0.0812, 0.0933, 0.0409, 0.0867, 0.0850, 0.1764, -0.1852, -0.0183, -0.0869, -0.0806, -0.0254, -0.2123, 0.1947, -0.2933, -0.3251, -0.3640, 1.0343, -0.4822, 0.0607, 0.1586, 0.1077, 0.1008, 0.1046, 0.0653, 0.0783, 0.0721, -0.2882, 0.9223, -0.2677, -0.3921, -0.1006, -0.0727, -0.0759, -0.0985, -0.4040, 0.9172, -0.2623, -0.2687, 0.0475, 0.0262, 0.0311, 0.0509, 0.0382, -0.0033, 0.0881, 0.1047, 0.1037, 0.0948, 0.0431, 0.0322, 0.0166, 0.0397, 0.0252, -0.0044, -0.4163, 1.4117, -0.4271, -0.2840, -0.0480, -0.0905, -0.0875, -0.0411, -0.2790, 0.0546, 0.0441, 0.0242, 0.0476, 0.1112, 0.0996, 0.1006, 0.1153, -0.0123, -0.5893, 0.1726, -0.0983, 0.0813, 0.0575, 0.0782, 0.0999, 0.0970]
}

[3]
{
  "formula": "C5H5ClN2",
  "method": "ωB97M-V with the def2-TZVPD basis set",
  "smiles": "C=C(Cl)c1ncc[nH]1",
  "e_tot_ev": -20768.045,
  "homo_lumo_gap_ev": 9.37,
  "homo_ha": -0.318,
  "spin_multiplicity": 1,
  "elements": ["C", "C", "Cl", "C", "N", "C", "C", "N", "H", "H", "H", "H", "H"],
  "positions_angstrom": [[2.08719, 1.51954, 0.00929], [1.54760, 0.31755, 0.03663], [2.52674, -1.15342, -0.10444], [0.04555, 0.03683, -0.01311], [-0.99116, 0.89227, -0.16043], [-2.12579, 0.13580, -0.10619], [-1.78170, -1.15924, -0.03012], [-0.44783, -1.23393, 0.05151], [3.17650, 1.73566, -0.04159], [1.40017, 2.37581, 0.16229], [-3.11396, 0.60183, -0.03368], [-2.39609, -2.02501, 0.05332], [0.07278, -2.04368, 0.17654]],
  "lowdin_charge": [-0.0164, -0.6290, 0.6356, -0.3324, 0.0948, -0.1595, -0.1323, 0.0687, 0.0779, 0.0831, 0.1070, 0.1065, 0.0961]
}